# 1
# C18H27

A 2-piece molecular cluster, C18H27 overall at a distorted geometry (the ωB97M-V functional and the def2-TZVPD basis, OMol25).

The geometry in XYZ format:
```
45
Properties=species:S:1:pos:R:3:forces:R:3
C -5.184720 3.184552 -0.678940 -0.04 1.03 0.46
C -3.686571 3.151101 -0.783706 0.22 -1.47 -0.72
C -2.905942 2.037221 -0.651992 -1.62 2.26 -0.52
C -1.532952 1.913693 -0.964226 1.06 -2.71 1.21
H -0.528074 -1.256395 0.301078 -0.43 0.42 -1.03
C -0.886652 1.807540 -2.225618 0.04 1.36 -1.35
C -0.719147 2.759925 -3.176094 -0.89 -0.71 -0.23
C -0.229377 2.534022 -4.582606 0.60 0.96 0.07
H -5.448365 4.255040 -0.700331 -0.31 -0.55 0.06
H -5.727122 2.688747 -1.497832 0.57 0.04 -0.01
H -5.591447 2.753307 0.243600 0.31 0.05 -0.08
H -3.182591 4.080048 -1.014742 -0.06 0.14 -0.04
H -3.435581 1.134284 -0.331451 0.69 -0.10 0.51
H -0.947565 1.410386 -0.147143 -0.58 -0.05 -0.73
H -0.530142 0.810630 -2.511420 0.33 0.04 0.84
H -0.990593 3.776968 -2.914971 0.03 0.05 -0.07
H 0.006277 3.535780 -4.977484 0.00 -0.54 -0.15
H 0.676103 1.925702 -4.663671 -0.10 0.03 0.30
H -0.952972 2.073252 -5.268597 -0.22 0.11 0.50
C -1.451915 -0.880954 2.196351 -0.25 -0.08 0.02
C -0.504164 -1.673456 1.287047 -1.01 -0.94 0.30
C 0.978739 -1.826432 1.499854 0.78 0.67 -0.08
C 1.561374 -2.947402 0.869670 -0.62 0.17 0.20
C 0.620918 -3.990722 0.259999 0.29 -0.16 -0.26
C 2.939982 -2.996303 0.718446 -0.27 -0.09 0.27
C 3.780025 -1.984438 1.202569 -1.03 -0.42 -0.48
C 5.239726 -2.131842 1.040430 0.81 0.13 0.03
C 3.193772 -0.848263 1.743972 0.28 -0.01 0.34
C 1.812909 -0.752692 1.911208 -0.64 -0.34 -0.09
C 1.245393 0.571268 2.397309 0.15 0.23 0.23
H -2.447680 -1.326971 2.092846 0.14 0.01 0.25
H -1.140450 -0.950889 3.233440 -0.16 0.01 0.17
H -1.611300 0.179647 1.959292 0.48 -0.11 -0.01
H -0.993470 -2.681981 1.155525 0.75 1.14 0.34
H 1.167834 -4.787146 -0.249761 0.17 0.11 0.13
H -0.049723 -4.494091 0.990378 0.44 0.48 -0.35
H -0.002832 -3.511571 -0.521013 0.18 -0.31 0.41
H 3.353601 -3.847682 0.190967 0.20 -0.03 0.09
H 5.751230 -1.250540 1.408533 0.20 0.16 0.06
H 5.637776 -2.989994 1.580760 -0.09 -0.05 0.10
H 5.524993 -2.267763 0.000616 -0.03 -0.01 -0.19
H 3.845467 -0.008463 2.037624 -0.41 -0.44 -0.05
H 2.071342 1.246244 2.674653 -0.29 -0.22 -0.22
H 0.683171 1.053344 1.577082 0.08 -0.04 0.33
H 0.590694 0.523284 3.288342 0.27 -0.20 -0.58
```
Forces are in eV/Å.

Output
- total charge = +1
- molecular weight (g/mol) = 243.41
- energy (Ha) = -701.67667
- ΔE to the lowest compared entry with this formula, charge and spin (kJ/mol) = 204.8

Atomic partial charges in e from the natural (NBO) method, atoms 1 to 2: atom 1 (C): -0.6941, atom 2 (C): 0.0380

# 2
# C4H10N2

One molecule with the formula C4H10N2 at a distorted geometry (the ωB97M-V functional and the def2-TZVPD basis, OMol25).

The geometry in XYZ format:
```
16
Properties=species:S:1:pos:R:3:forces:R:3
C -2.022289 0.946558 -0.818727 -0.38 -0.98 -0.10
C -1.114754 0.320920 0.261456 -0.51 1.85 -0.94
C -0.163880 -0.710429 -0.309698 -0.17 -0.50 0.71
N 2.582935 -0.109803 0.279921 -0.13 -1.52 1.13
C 1.788187 -1.008195 0.984362 0.30 1.80 0.17
N 0.600645 -1.309862 0.765297 -1.69 -0.92 0.07
H -1.431526 1.314585 -1.657395 -0.11 0.21 0.00
H -2.733208 0.207035 -1.205985 0.21 -0.09 -0.16
H -2.670531 1.720584 -0.412344 0.31 0.30 0.06
H -0.566704 1.196526 0.595424 0.42 -0.10 0.72
H -1.774476 -0.015006 1.056488 0.43 -0.47 0.22
H 0.501998 -0.277413 -1.060251 -0.42 0.07 -0.46
H -0.835319 -1.459801 -0.739747 0.54 -0.22 -0.34
H 3.476856 -0.021529 0.722664 0.22 0.83 -0.68
H 2.183483 0.464648 -0.429580 0.46 0.35 -0.14
H 2.178590 -1.258817 1.968109 0.54 -0.60 -0.26
```
Forces are in eV/Å.

Output
- total charge = 0
- molecular weight (g/mol) = 86.14
- SMILES string = CCC/N=C\N
- energy (Ha) = -267.89214
- ΔE to the lowest compared entry with this formula, charge and spin (kJ/mol) = 87.1

Atomic partial charges in e from the natural (NBO) method, atoms 1 to 2: atom 1 (C): -0.6017, atom 2 (C): -0.3926

# 3
# H9NP6

One molecule with the formula H9NP6 at a distorted geometry (the ωB97M-V functional and the def2-TZVPD basis, OMol25).

The geometry in XYZ format:
```
16
Properties=species:S:1:pos:R:3:forces:R:3
N 1.031174 -2.454396 -0.239741 -0.65 3.62 0.12
P -1.569732 1.898520 0.064014 -1.93 -0.46 0.31
P -2.524842 -1.063846 0.353838 -2.08 1.24 -0.02
P 2.028029 0.807493 1.280202 0.11 1.26 0.24
P 0.755792 0.867599 -1.872992 -2.47 0.47 0.50
P -1.015791 0.160909 1.293264 0.89 -0.03 -1.20
P 0.768154 -0.371875 -0.077236 1.00 -5.07 2.05
H 1.878704 -2.696898 0.331659 -0.54 1.03 -0.25
H -1.432344 2.700319 1.169367 0.00 1.04 0.52
H -3.033277 1.628629 0.342257 1.48 0.51 -0.31
H -2.414834 -0.580091 -0.994491 0.17 -0.24 0.31
H -1.597445 -1.999377 0.305528 1.48 -2.30 -0.53
H 3.117108 0.830652 0.427626 0.71 0.01 -0.21
H 2.656422 0.138911 2.386560 -0.52 -0.57 -0.77
H 1.709122 0.172278 -2.496329 1.42 -1.39 -0.79
H -0.356239 -0.038822 -2.273533 0.94 0.89 0.01
```
Forces are in eV/Å.

Output
- total charge = 0
- molecular weight (g/mol) = 208.92
- SMILES string = N=P(P)(P)P(P)#[PH2]
- energy (Ha) = -2108.06474
- ΔE to the lowest compared entry with this formula, charge and spin (kJ/mol) = 207.4

Atomic partial charges in e from the natural (NBO) method, atoms 1 to 2: atom 1 (N): -1.0383, atom 2 (P): 0.0180